255
Properties=species:S:1:pos:R:3:lowdin_charge:R:1 method="wB97M-V/def2-TZVPD" lumo_ev=0.6 largest_force_ev_per_a=2.9 homo_lumo_gap_ev=8.81
Cl 23.05646 16.21633 14.93258 0.552
Cl 23.05868 13.03408 22.68307 0.521
Cl 19.38899 17.67656 15.06599 0.543
Cl 22.13600 13.43239 15.17249 0.555
Cl 17.20692 18.27831 16.80720 0.545
Cl 20.92452 14.86215 23.33664 0.597
O 25.24305 9.79320 14.35754 -0.204
O 12.53544 21.46351 20.07546 -0.202
O 17.69339 14.94500 16.20656 -0.223
O 20.24678 17.47182 20.86524 -0.193
O 16.97101 21.94062 21.49228 -0.188
O 16.30245 15.01180 20.41591 -0.231
O 29.08094 13.92487 19.27558 -0.220
O 23.42864 20.56681 14.33220 -0.196
O 25.34960 11.25298 20.04478 -0.183
O 20.26496 12.72731 20.14638 -0.218
O 14.66564 14.60823 12.17320 -0.191
O 14.95591 17.10574 30.24952 -0.185
O 30.12592 11.97519 14.43754 -0.219
O 24.91717 23.45492 21.38009 -0.205
O 24.25559 16.14528 20.25110 -0.197
O 19.43721 15.95621 26.05486 -0.209
O 15.51506 15.86920 24.77557 -0.214
O 26.84198 21.06610 16.80825 -0.201
O 26.15226 15.57844 16.11850 -0.235
O 23.58068 19.12708 22.71307 -0.189
N 15.44661 21.81137 19.14801 -0.033
N 16.40050 17.31578 22.50940 -0.024
N 27.14748 12.92240 15.09314 -0.020
N 17.06418 15.89423 28.94365 -0.055
N 22.89825 12.22612 18.70221 -0.023
N 17.21335 13.87543 13.63877 -0.058
N 30.36114 12.02716 17.55466 -0.058
N 25.87043 21.04112 23.01223 -0.079
N 21.74231 16.38518 18.62250 -0.014
N 24.30915 19.73711 16.99762 -0.040
C 22.58920 20.03106 15.33008 -0.236
C 26.44705 16.99308 15.95943 -0.071
C 16.23125 21.14292 22.40531 -0.090
C 26.34079 22.43577 22.97417 -0.201
C 25.20707 11.62119 18.70278 -0.245
C 13.30801 20.47795 19.37945 -0.251
C 26.87674 11.49160 14.84559 -0.191
C 27.19457 14.84084 16.76924 -0.194
C 29.09308 15.06010 20.06346 -0.138
C 26.38197 11.93230 20.76394 -0.086
C 20.43579 12.62737 18.72150 -0.215
C 23.54732 14.53413 15.37796 -0.913
C 24.23478 16.56951 18.87612 -0.173
C 25.44891 11.20805 14.33885 -0.224
C 14.78290 15.10374 25.72334 -0.106
C 25.09993 20.32911 18.07190 -0.223
C 20.46429 17.09581 18.54442 -0.209
C 31.00032 11.27443 15.32572 -0.198
C 23.15606 20.51694 16.66017 -0.217
C 18.59706 13.93560 15.73026 -0.207
C 30.76285 12.49788 13.29516 -0.119
C 15.72511 16.11775 30.90610 -0.246
C 13.37922 14.14746 11.81476 -0.125
C 29.80728 12.84318 19.86090 -0.219
C 17.54648 21.29997 20.37075 -0.221
C 19.92812 18.30016 21.92403 -0.127
C 18.56288 13.93130 14.19591 -0.205
C 17.68529 18.18972 15.07206 -0.902
C 19.67476 17.31992 25.85812 -0.131
C 17.36033 14.84856 17.53806 -0.156
C 23.13616 17.77517 22.97678 -0.098
C 15.68422 13.71983 11.72987 -0.243
C 15.22165 14.12429 20.41561 -0.119
C 25.28974 23.53407 22.72214 -0.245
C 24.08578 9.41770 13.61213 -0.104
C 26.99326 13.34356 16.49138 -0.199
C 17.08080 16.19361 30.32359 -0.277
C 24.31121 24.66272 20.93567 -0.087
C 25.29866 20.51818 21.78333 -0.215
C 11.64511 20.85937 21.04201 -0.096
C 23.85201 11.33632 18.09309 -0.213
C 30.30671 10.90797 16.64836 -0.210
C 18.33174 15.68818 26.87932 -0.224
C 16.50896 20.81130 19.40842 -0.226
C 23.25404 19.98952 13.04746 -0.087
C 24.73230 19.07481 21.87084 -0.202
C 20.12845 18.11769 19.60292 -0.214
C 13.60088 17.07613 30.71707 -0.092
C 14.21479 21.25054 18.52128 -0.203
C 25.50970 15.71595 20.58075 -0.156
C 19.07193 13.45403 20.51287 -0.103
C 17.14285 16.07790 23.05179 -0.129
C 18.39192 16.17592 28.35443 -0.187
C 25.85613 21.54813 17.72424 -0.217
C 15.39813 17.03794 21.54454 -0.239
C 15.92243 16.35622 20.28881 -0.226
C 22.04122 14.38752 22.05778 -0.961
C 16.34659 15.09794 23.92615 -0.214
C 16.96798 14.24112 12.26580 -0.235
C 27.42358 22.07513 16.04839 -0.129
C 21.56501 11.68990 18.40071 -0.213
C 29.82678 11.67484 18.88607 -0.211
C 22.91073 17.23966 18.55530 -0.213
H 19.09353 18.51439 19.42849 0.111
H 19.67975 16.30673 18.57937 0.098
H 15.28187 22.48808 19.88791 0.107
H 14.53120 16.44619 21.89902 0.121
H 17.63692 19.21443 14.69017 0.031
H 16.76117 20.22528 22.68013 0.077
H 14.12080 14.41031 25.23515 0.072
H 25.06686 17.25478 18.75063 0.096
H 15.52173 12.76980 12.20048 0.118
H 15.70194 14.40808 23.39563 0.103
H 13.53027 16.85664 31.77412 0.084
H 22.96092 17.30700 22.02531 0.054
H 25.65718 17.40754 15.34328 0.050
H 23.30403 24.74618 21.25199 0.075
H 26.41674 22.02472 18.55402 0.130
H 24.33245 9.41556 12.53617 0.092
H 21.44543 10.73010 18.94214 0.132
H 23.58094 10.28610 18.12308 0.124
H 24.52465 20.47942 18.96028 0.099
H 16.89243 16.88314 20.12334 0.132
H 31.16419 11.71372 12.64343 0.087
H 15.28701 16.49161 19.40581 0.121
H 24.49849 24.67258 19.89375 0.077
H 15.21468 20.95998 22.05931 0.075
H 16.03986 19.96813 19.88502 0.084
H 28.55174 15.85514 19.53308 0.082
H 31.93239 11.85700 15.48224 0.131
H 15.60620 13.09894 20.46223 0.087
H 25.20475 22.36263 17.27629 0.131
H 25.42386 11.57567 13.30089 0.124
H 17.43237 16.13588 26.46265 0.101
H 16.15933 21.71815 23.32496 0.086
H 27.10846 14.99906 17.88021 0.104
H 23.06331 17.63252 17.53905 0.081
H 12.60188 19.82402 18.82922 0.126
H 24.48419 23.37396 23.44509 0.129
H 14.54550 20.70104 17.63528 0.114
H 16.52890 14.33672 14.24353 0.115
H 15.68726 16.29075 31.98702 0.126
H 26.01468 13.07338 16.82734 0.072
H 23.84536 8.38521 13.93000 0.093
H 13.06859 13.19399 12.26447 0.087
H 19.54265 12.22511 18.23585 0.111
H 29.42419 12.53284 20.84306 0.120
H 24.63113 11.70634 14.88494 0.081
H 23.86324 17.22117 23.61620 0.109
H 30.86783 13.15625 20.03649 0.134
H 30.88461 10.10353 17.08859 0.118
H 26.89623 11.10240 21.25363 0.092
H 24.46223 18.81524 20.79246 0.114
H 19.19706 15.61637 28.84277 0.125
H 26.64671 22.60742 15.43902 0.103
H 27.05196 12.49628 20.07563 0.070
H 25.96112 11.06576 18.13967 0.117
H 29.85315 12.88380 17.29723 0.103
H 28.19382 21.66475 15.40365 0.084
H 22.66345 15.23977 21.83831 -0.017
H 23.06405 12.29112 19.67679 0.076
H 26.36368 17.47108 16.94472 0.070
H 30.02916 13.00783 12.65191 0.092
H 10.97371 20.17842 20.48997 0.086
H 16.99866 13.82655 17.73918 0.097
H 17.76040 15.52062 30.85818 0.129
H 23.85158 14.51036 16.40650 -0.001
H 22.40760 20.32955 17.42269 0.111
H 24.92285 19.56132 16.19164 0.111
H 25.33135 18.26191 22.31556 0.116
H 15.33202 15.12778 30.65491 0.130
H 30.09656 15.51718 20.19593 0.100
H 19.09894 14.53297 20.27418 0.080
H 17.02114 20.54761 18.49040 0.075
H 13.59393 22.06714 18.13244 0.123
H 30.44035 10.89453 19.35372 0.124
H 12.98663 16.39660 30.20222 0.064
H 13.37766 13.82060 10.77260 0.075
H 18.88195 13.26717 21.57765 0.084
H 13.08644 17.99345 30.45236 0.086
H 15.90208 17.63105 23.33288 0.094
H 14.66874 14.11206 19.43636 0.102
H 26.79552 22.61836 23.97844 0.122
H 25.85099 19.59028 18.38700 0.115
H 24.71362 25.56624 21.40560 0.085
H 17.70124 15.60654 22.24802 0.094
H 27.12749 22.53303 22.20415 0.119
H 18.69952 17.23217 28.39930 0.107
H 25.30927 20.84067 23.84792 0.114
H 18.33780 12.94653 16.20817 0.128
H 14.52176 14.28017 21.26241 0.085
H 12.16329 20.36527 21.87580 0.085
H 22.21483 17.71965 23.54343 0.047
H 23.24147 10.03817 13.86141 0.071
H 22.23543 20.22214 12.70264 0.095
H 12.65893 14.96315 11.92670 0.090
H 23.98178 11.58456 17.04665 0.088
H 23.31309 21.60426 16.60332 0.117
H 10.96478 21.60685 21.43326 0.078
H 22.57740 18.92497 15.37796 0.073
H 19.59978 14.18036 16.09450 0.074
H 13.80487 19.78277 20.10002 0.106
H 18.85948 18.44673 21.95188 0.069
H 28.10550 13.07501 14.84149 0.072
H 18.12758 15.03544 18.28833 0.057
H 18.24821 14.60474 26.91705 0.126
H 20.63686 13.63532 18.33243 0.111
H 17.48953 17.22246 30.46692 0.133
H 27.02427 10.89298 15.77455 0.107
H 21.54188 14.04668 21.15911 -0.001
H 27.92049 22.78474 16.69453 0.078
H 19.07296 14.84427 13.90711 0.088
H 20.58223 19.12774 21.91045 0.086
H 14.12843 15.74462 26.33876 0.092
H 31.23130 10.29743 14.88038 0.119
H 28.78100 11.30221 18.77715 0.111
H 17.08140 17.51751 14.52012 0.015
H 27.69595 12.80806 17.19189 0.107
H 25.97355 14.98402 19.92929 0.064
H 22.76533 18.08516 19.25032 0.110
H 26.20204 20.54622 21.11647 0.127
H 20.61468 17.35863 25.32185 0.062
H 20.10451 17.77656 22.84153 0.042
H 21.77897 15.98168 19.56110 0.090
H 26.25043 16.52248 20.61032 0.084
H 28.22940 15.12052 16.51331 0.126
H 29.29846 10.54681 16.41683 0.112
H 21.52905 11.45860 17.31759 0.102
H 19.12720 13.05686 13.83283 0.115
H 20.29263 17.54368 17.58195 0.051
H 25.49720 15.30510 21.59049 0.093
H 25.41996 12.68832 18.65354 0.100
H 24.50718 21.17202 21.36244 0.110
H 18.16453 20.43168 20.64663 0.099
H 17.71686 13.76813 11.63641 0.120
H 23.99250 20.48700 12.47191 0.076
H 15.71219 13.68068 10.62577 0.131
H 15.01832 17.98902 21.19060 0.093
H 28.68631 14.89449 21.05397 0.089
H 20.81300 19.00397 19.54617 0.126
H 18.19004 13.01500 20.06330 0.069
H 24.42189 15.74098 18.16047 0.117
H 17.88884 16.42938 23.79674 0.092
H 16.53820 15.52240 17.71353 0.053
H 15.42779 14.51457 26.43065 0.096
H 23.44101 18.93212 13.02421 0.069
H 31.54905 13.22098 13.47512 0.082
H 18.25337 21.99781 19.89387 0.132
H 16.97731 15.33509 12.09186 0.128
H 25.83849 24.47223 22.85064 0.115
H 16.42138 16.59601 28.56080 0.117
H 21.54162 20.41678 15.18705 0.130
H 26.01246 12.64136 21.51556 0.064
H 27.42740 17.16017 15.49267 0.094
H 17.07003 14.46062 24.48505 0.130
H 18.87498 17.88871 25.31766 0.104
H 24.30909 14.18563 14.70683 0.012
H 19.90562 17.84316 26.79742 0.081
H 27.56493 11.03774 14.12067 0.118